A structure of composition C27H29BIrN12O3PS3. Source: the Open Molecules 2025 dataset; level of theory: wB97M-V/def2-TZVPD.

Last column: Löwdin charge in e.
Atoms and positions in Å:
Ir (-0.030, -0.290, 0.023)  1.369
C (3.393, -0.871, 2.456)  0.041
C (2.180, -1.222, 1.836)  -0.313
N (1.681, -0.153, 1.246)  -0.064
N (2.483, 0.905, 1.470)  0.044
C (3.537, 0.477, 2.182)  -0.025
B (2.051, 2.198, 0.752)  -0.640
N (2.205, 1.893, -0.757)  0.043
C (3.057, 2.348, -1.700)  -0.034
C (3.132, 1.408, -2.707)  -0.030
C (2.290, 0.373, -2.300)  -0.136
N (1.728, 0.686, -1.140)  -0.065
N (0.535, 2.363, 1.161)  0.043
C (0.002, 3.468, 1.704)  -0.032
C (-1.228, 3.160, 2.244)  -0.014
C (-1.401, 1.807, 1.979)  -0.143
N (-0.341, 1.331, 1.331)  -0.107
N (2.830, 3.380, 1.257)  -0.025
C (3.082, 3.671, 2.565)  -0.101
C (3.744, 4.866, 2.608)  -0.051
C (3.848, 5.254, 1.256)  -0.137
N (3.294, 4.367, 0.453)  0.074
H (4.064, -1.500, 3.013)  0.109
H (1.714, -3.236, 1.990)  0.148
H (4.320, 1.162, 2.464)  0.134
H (3.560, 3.287, -1.555)  0.109
H (3.733, 1.456, -3.599)  0.107
H (2.041, -0.553, -2.790)  0.117
H (0.552, 4.395, 1.703)  0.137
H (-1.905, 3.823, 2.754)  0.111
H (-2.222, 1.151, 2.217)  0.081
H (2.759, 3.012, 3.356)  0.128
H (4.100, 5.386, 3.480)  0.099
H (4.301, 6.142, 0.844)  0.107
C (-6.228, -3.434, 1.184)  -0.059
C (-5.251, -2.311, 0.964)  -0.247
O (-3.927, -2.791, 1.369)  -0.304
P (-2.722, -1.806, 1.557)  0.092
S (-1.135, -2.891, 2.143)  0.787
S (-2.342, -0.832, -0.159)  0.535
O (-3.168, -0.766, 2.657)  -0.350
C (-3.331, -1.184, 4.053)  -0.247
C (-2.562, -0.232, 4.927)  -0.061
H (-7.219, -3.120, 0.855)  0.089
H (-6.282, -3.702, 2.238)  0.085
H (-5.936, -4.313, 0.610)  0.089
H (-5.495, -1.431, 1.561)  0.117
H (-5.184, -2.028, -0.087)  0.113
H (-2.969, -2.207, 4.165)  0.095
H (-4.401, -1.166, 4.251)  0.127
H (-1.504, -0.246, 4.662)  0.083
H (-2.660, -0.535, 5.970)  0.091
H (-2.940, 0.786, 4.828)  0.084
N (0.111, -3.397, -2.647)  0.203
C (0.121, -2.664, -1.520)  -0.483
O (0.019, -1.358, -1.669)  -0.279
C (0.254, -3.181, -0.257)  -0.291
C (0.434, -4.559, -0.002)  -0.248
N (0.567, -5.681, 0.233)  0.170
C (0.240, -2.213, 0.857)  -0.573
N (1.399, -2.317, 1.723)  0.021
H (0.164, -4.399, -2.611)  0.116
H (0.089, -2.934, -3.538)  0.119
S (-1.124, 3.298, -3.546)  1.115
C (-0.475, 2.045, -2.578)  -0.455
N (-1.141, 1.696, -1.523)  -0.001
C (-2.320, 2.455, -1.439)  -0.300
C (-3.330, 2.358, -0.478)  -0.060
C (-4.421, 3.197, -0.557)  -0.066
C (-4.543, 4.144, -1.581)  -0.072
C (-3.569, 4.249, -2.549)  -0.079
C (-2.471, 3.397, -2.467)  -0.463
H (0.454, 1.588, -2.874)  0.051
H (-3.272, 1.628, 0.309)  0.040
H (-5.202, 3.119, 0.188)  0.108
H (-5.410, 4.790, -1.617)  0.111
H (-3.652, 4.969, -3.353)  0.114

Results
- expectation value of S² = 0.755
- E_LUMO (spin up / spin down) (eV) = -3.2242 / -4.2231
- orbital gap (spin up / spin down) (eV) = 7.4 / 6.4
- relative energy (zero: lowest compared OMol25 entry of this formula, charge and spin) (kcal/mol) = 52.1
- charge = +1
- spin multiplicity = 2

=====

A structure of composition C27H29BrN3O4PdS2Se at a distorted geometry. Source: the Open Molecules 2025 dataset; level of theory: wB97M-V/def2-TZVPD.

Last column: Löwdin charge in e.
Atoms and positions in Å:
Pd (1.385, -1.100, -0.694)  0.693
O (-0.810, -1.030, 0.168)  -0.575
S (-2.110, -0.301, 0.262)  1.020
C (-1.833, 1.299, 1.162)  -0.278
C (-0.886, 1.237, 2.349)  -0.202
C (0.591, 1.226, 1.947)  -0.234
C (1.073, 2.538, 1.340)  -0.259
S (1.653, 2.317, -0.428)  1.029
O (0.888, 1.149, -0.972)  -0.633
C (0.773, 3.716, -1.171)  -0.379
C (1.238, 5.008, -1.000)  -0.079
C (0.577, 6.049, -1.632)  -0.062
C (-0.528, 5.793, -2.429)  -0.065
C (-0.973, 4.493, -2.608)  -0.062
C (-0.315, 3.448, -1.982)  -0.083
C (-2.986, -1.138, 1.608)  -0.390
C (-2.287, -1.925, 2.505)  -0.092
C (-2.975, -2.562, 3.525)  -0.056
C (-4.348, -2.415, 3.633)  -0.061
C (-5.043, -1.634, 2.721)  -0.061
C (-4.361, -0.993, 1.700)  -0.083
H (-2.837, 1.591, 1.467)  0.097
H (-1.481, 1.993, 0.400)  0.073
H (-1.096, 0.339, 2.933)  0.105
H (-1.086, 2.097, 2.996)  0.127
H (0.741, 0.407, 1.233)  0.044
H (1.191, 0.982, 2.825)  0.129
H (1.958, 2.911, 1.854)  0.094
H (0.304, 3.308, 1.358)  0.093
H (2.110, 5.193, -0.388)  0.116
H (0.929, 7.061, -1.512)  0.112
H (-1.042, 6.606, -2.918)  0.111
H (-1.821, 4.291, -3.242)  0.109
H (-0.621, 2.422, -2.131)  0.099
H (-1.216, -2.035, 2.399)  0.114
H (-2.440, -3.171, 4.238)  0.115
H (-4.882, -2.908, 4.430)  0.112
H (-6.112, -1.527, 2.805)  0.112
H (-4.891, -0.387, 0.980)  0.113
Br (2.774, -0.215, -3.626)  0.788
C (4.048, -0.228, -2.223)  -0.714
C (5.391, 0.036, -2.418)  -0.075
C (6.207, 0.038, -1.292)  -0.021
C (5.658, -0.201, -0.042)  0.025
C (4.300, -0.471, 0.042)  -0.155
N (3.528, -0.485, -1.038)  -0.017
C (3.572, -0.719, 1.392)  -0.654
O (4.135, -0.355, 2.406)  0.051
O (2.437, -1.262, 1.292)  -0.132
H (5.781, 0.230, -3.405)  0.111
H (7.262, 0.242, -1.396)  0.119
H (6.246, -0.190, 0.860)  0.126
C (-0.622, -4.635, 0.659)  -0.018
N (-1.158, -3.877, -0.437)  -0.108
C (-2.466, -3.565, -0.654)  -0.032
C (-2.518, -2.754, -1.741)  -0.047
N (-1.239, -2.581, -2.189)  -0.122
C (-0.780, -1.673, -3.201)  -0.041
C (-0.407, -3.265, -1.371)  -0.688
Se (1.435, -3.404, -1.550)  0.820
H (-1.422, -4.869, 1.356)  0.100
H (0.149, -4.046, 1.163)  0.097
H (-0.165, -5.559, 0.298)  0.103
H (-3.252, -3.931, -0.027)  0.139
H (-3.367, -2.313, -2.222)  0.136
H (-1.628, -1.241, -3.725)  0.106
H (-0.135, -2.190, -3.915)  0.092
H (-0.194, -0.863, -2.729)  0.050

Results
- E_LUMO (spin up / spin down) (eV) = -4.6112 / -4.3155
- orbital gap (spin up / spin down) (eV) = 5.9 / 6.1
- relative energy (zero: lowest compared OMol25 entry of this formula, charge and spin) (kcal/mol) = 34.6
- charge = +1

=====

Which formula does entry 1 have?
C27H29BIrN12O3PS3